No. 1
149
Properties=species:S:1:pos:R:3:lowdin_charge:R:1 method="wB97M-V/def2-TZVPD" fmax_ev_per_a=5.610 homo_ha=-0.4226 charge=+1 lumo_ev=-3.86
C -6.796 8.329 7.743 -0.133
C -7.548 7.077 7.020 -0.244
C -6.440 6.131 6.342 -0.229
C -6.893 4.563 6.251 -0.204
C -5.540 3.700 6.219 -0.209
C -5.698 2.217 5.611 -0.203
C -4.784 1.951 4.305 -0.216
C -3.344 1.323 4.637 -0.213
C -2.678 0.522 3.395 -0.217
C -1.430 -0.398 3.851 -0.200
C -0.012 0.418 3.842 -0.206
C 0.888 -0.100 2.614 -0.161
C 2.357 0.623 2.550 -0.115
N 3.351 -0.419 2.170 0.013
C 3.826 -1.354 3.213 -0.015
C 3.319 -1.226 4.717 -0.071
O 3.989 -0.061 5.328 -0.066
C 5.396 -0.344 5.252 -0.386
C 6.378 0.516 4.325 0.017
O 5.914 -1.287 5.912 0.068
C 4.812 -2.356 2.545 0.025
B 5.530 -3.579 3.326 -0.467
O 4.859 -4.039 4.539 0.079
N 6.810 -4.257 2.979 -0.155
C 7.935 -3.312 2.723 -0.111
C 6.665 -5.303 1.922 -0.119
N 4.828 -1.907 1.159 -0.394
Br 5.802 -2.704 -0.232 0.952
C 3.967 -0.751 0.910 -0.095
C 3.704 0.025 -0.452 -0.089
C 3.603 -0.699 -1.851 -0.043
C 3.378 0.049 -3.186 -0.040
C 3.187 1.591 -3.226 -0.025
C 3.257 2.354 -1.860 -0.040
C 3.528 1.593 -0.514 -0.018
H -5.713 8.354 7.346 0.068
H -7.279 9.333 7.469 0.071
H -6.725 8.211 8.876 0.070
H -8.256 6.544 7.740 0.103
H -8.181 7.559 6.180 0.094
H -6.129 6.512 5.304 0.114
H -5.506 6.167 7.020 0.105
H -7.542 4.452 5.315 0.086
H -7.559 4.362 7.158 0.108
H -5.105 3.654 7.278 0.115
H -4.799 4.270 5.541 0.108
H -5.475 1.438 6.432 0.109
H -6.806 2.071 5.334 0.092
H -4.653 2.953 3.772 0.107
H -5.397 1.272 3.601 0.110
H -2.647 2.211 4.881 0.115
H -3.425 0.634 5.562 0.114
H -2.362 1.275 2.577 0.117
H -3.488 -0.178 2.957 0.113
H -1.296 -1.269 3.116 0.104
H -1.664 -0.828 4.896 0.114
H -0.240 1.549 3.774 0.120
H 0.455 0.253 4.874 0.102
H 1.099 -1.210 2.783 0.112
H 0.328 0.103 1.622 0.135
H 2.243 1.476 1.802 0.109
H 2.580 1.124 3.569 0.146
H 3.564 -2.118 5.384 0.140
H 2.180 -1.058 4.810 0.132
H 6.480 1.604 4.655 0.101
H 5.946 0.508 3.254 0.082
H 7.397 -0.015 4.267 0.098
H 5.547 -4.017 5.257 0.128
H 8.911 -3.931 2.834 0.112
H 8.022 -2.495 3.541 0.101
H 7.970 -2.864 1.671 0.051
H 7.050 -6.307 2.341 0.104
H 7.313 -5.074 0.990 0.080
H 5.556 -5.473 1.625 0.102
H 3.740 -1.840 -1.925 0.045
H 3.340 -0.517 -4.186 0.101
H 3.002 2.117 -4.228 0.108
H 3.098 3.493 -1.899 0.102
H 3.569 2.253 0.423 0.091
C 3.710 -4.651 -8.446 -0.056
C 2.519 -5.182 -7.672 -0.194
O 2.771 -5.131 -6.257 0.029
C 2.550 -3.943 -5.660 -0.367
O 2.171 -2.954 -6.235 0.161
C 2.804 -4.045 -4.159 -0.493
F 3.938 -4.718 -3.867 0.155
F 1.806 -4.690 -3.521 0.166
F 2.918 -2.837 -3.566 0.106
H 4.622 -5.184 -8.166 0.073
H 3.551 -4.763 -9.521 0.088
H 3.881 -3.593 -8.231 0.079
H 2.357 -6.231 -7.925 0.129
H 1.602 -4.643 -7.924 0.128
C -12.896 5.385 1.605 -0.058
C -11.778 4.387 1.837 -0.199
O -10.499 5.041 1.790 0.023
C -10.105 5.652 2.927 -0.368
O -10.756 5.679 3.941 0.156
C -8.714 6.256 2.754 -0.507
F -8.576 6.908 1.580 0.159
F -7.749 5.309 2.781 0.145
F -8.407 7.142 3.719 0.149
H -12.738 5.929 0.670 0.084
H -13.862 4.878 1.560 0.086
H -12.932 6.129 2.405 0.079
H -11.780 3.643 1.038 0.127
H -11.908 3.850 2.780 0.118
C -10.237 2.979 5.696 -0.063
C -10.150 1.486 5.949 -0.198
O -11.072 1.094 6.977 0.025
C -12.347 0.890 6.581 -0.364
O -12.733 1.023 5.448 0.162
C -13.204 0.429 7.757 -0.511
F -12.976 1.147 8.877 0.155
F -12.965 -0.862 8.075 0.156
F -14.523 0.523 7.508 0.159
H -10.090 3.536 6.625 0.089
H -9.482 3.292 4.973 0.062
H -11.221 3.257 5.312 0.071
H -9.150 1.234 6.310 0.118
H -10.318 0.913 5.034 0.127
C 10.180 -6.535 -5.898 -0.060
C 9.992 -5.102 -6.357 -0.205
O 9.681 -5.057 -7.758 0.026
C 8.389 -5.265 -8.085 -0.360
O 7.515 -5.486 -7.283 0.154
C 8.197 -5.137 -9.597 -0.498
F 9.159 -5.771 -10.298 0.162
F 8.222 -3.847 -10.000 0.135
F 7.024 -5.645 -10.026 0.153
H 10.933 -7.039 -6.510 0.087
H 10.495 -6.567 -4.853 0.083
H 9.254 -7.106 -5.999 0.078
H 10.924 -4.549 -6.223 0.127
H 9.225 -4.589 -5.770 0.123
C 8.094 -2.181 -12.369 -0.063
C 7.107 -2.827 -13.323 -0.198
O 6.281 -1.831 -13.946 0.020
C 6.813 -1.207 -15.018 -0.365
O 7.911 -1.434 -15.458 0.168
C 5.813 -0.217 -15.610 -0.511
F 5.195 0.523 -14.664 0.151
F 4.837 -0.844 -16.303 0.157
F 6.385 0.655 -16.460 0.159
H 7.571 -1.555 -11.641 0.086
H 8.666 -2.939 -11.837 0.060
H 8.792 -1.532 -12.904 0.083
H 6.438 -3.487 -12.765 0.124
H 7.614 -3.439 -14.073 0.129

No. 2
20
Properties=species:S:1:pos:R:3:nbo_charge:R:1 method="wB97M-V/def2-TZVPD" fmax_ev_per_a=3.617 homo_ha="-0.2976 / -0.2698" e_above_lowest_kj_mol=303.7 lumo_ev="-0.90 / -0.13"
C -2.890 -1.003 0.602 -1.078
C -0.494 -2.308 -1.129 -1.027
C 3.580 0.823 -0.741 -0.555
C 0.247 1.956 1.915 -1.171
Si -1.089 -0.776 -0.017 0.855
Si 0.468 0.774 0.487 0.640
P -0.983 1.298 -1.310 -0.343
H -3.251 -0.020 0.328 0.245
H -3.361 -1.759 -0.048 0.247
H -2.940 -1.059 1.664 0.243
H 0.366 -2.010 -1.808 0.242
H -0.097 -3.028 -0.481 0.227
H -1.366 -2.605 -1.632 0.224
H 4.007 1.760 -0.471 0.171
H 4.055 -0.112 -0.332 0.176
H 3.332 0.652 -1.853 0.180
H -0.834 1.975 2.249 0.246
H 0.766 1.817 2.873 0.252
H 0.602 2.969 1.774 0.250
H -0.119 0.656 -2.069 -0.025

No. 3
7
Properties=species:S:1:pos:R:3:nbo_charge:R:1 method="wB97M-V/def2-TZVPD" fmax_ev_per_a=5.520 homo_ha="-0.5938 / -0.5878" charge=+1 e_above_lowest_kj_mol=250.7 lumo_ev="-10.68 / -10.80"
N -2.768 2.106 -2.106 -0.068
N -2.226 3.049 -2.395 0.427
O -1.597 4.005 -2.612 -0.257
O 0.634 0.142 0.256 -0.184
O -0.320 1.609 -1.054 0.177
O -0.219 1.089 0.037 0.373
H 0.746 0.073 1.174 0.533

Energy
In order: -7071.06559 -1080.37868 -410.37972
Unit: hartree